Run w
Formula: C3H8FN
Source: OMol25
Level of theory: ωB97M-V/def2-TZVPD

Summary:
Lowest unoccupied orbital energy (eV): 0.721
HOMO-LUMO gap (eV): 11.09

The geometry in XYZ format:
```
13
C3H8FN ωB97M-V/def2-TZVPD
C 0.893 -1.223 0.725
C 0.164 -0.020 0.207
C -1.342 -0.097 0.240
N 0.671 0.814 -0.553
H 0.447 -2.190 0.757
H 1.925 -1.258 0.332
H 1.038 -1.141 1.910
H -1.514 -1.056 -0.234
H -1.896 0.709 -0.324
H -1.683 0.012 1.329
H 1.657 0.851 -0.687
F -0.078 2.648 -2.203
H -0.283 1.953 -1.500
```



Run x
Formula: C3H8FN
Source: OMol25
Level of theory: ωB97M-V/def2-TZVPD

Summary:
Lowest unoccupied orbital energy (alpha / beta) (eV): 0.963 / -0.276
HOMO-LUMO gap (alpha / beta) (eV): 11.16 / 6.61

The geometry in XYZ format:
```
13
C3H8FN ωB97M-V/def2-TZVPD
C 0.803 -0.091 -1.282
C 0.736 0.569 1.130
C 0.526 -0.371 0.109
N -2.278 -0.113 0.344
F 0.359 -1.584 0.444
H 0.089 -0.609 -1.872
H 0.592 0.987 -1.436
H 1.756 -0.228 -1.642
H 0.362 0.161 2.028
H 0.178 1.492 0.986
H 1.770 0.974 1.223
H -2.230 -1.171 0.649
H -2.663 -0.015 -0.680
```



The least stable of them is run x.



Run w
Formula: C4H10N3O
Source: OMol25
Level of theory: ωB97M-V/def2-TZVPD

Summary:
Lowest unoccupied orbital energy (alpha / beta) (eV): -4.510 / -4.511
HOMO-LUMO gap (alpha / beta) (eV): 8.75 / 8.75
Total charge: +1

The geometry in XYZ format:
```
18
C4H10N3O ωB97M-V/def2-TZVPD
C -0.101 -1.875 0.645
C -0.366 -0.290 0.475
C 0.467 0.548 1.510
N -1.703 0.040 0.816
O -2.274 1.106 0.630
C 0.130 0.442 -1.003
N -0.391 1.619 -1.328
N 0.868 -0.229 -1.793
H -0.307 -2.560 -0.160
H 0.971 -1.967 0.814
H -0.751 -2.241 1.494
H 0.044 0.524 2.463
H 0.661 1.605 1.005
H 1.470 0.028 1.621
H -0.841 2.246 -0.625
H -0.045 2.108 -2.194
H 1.213 -1.143 -1.592
H 0.953 0.038 -2.779
```



Run x
Formula: C4H10N3O
Source: OMol25
Level of theory: ωB97M-V/def2-TZVPD

Summary:
Lowest unoccupied orbital energy (eV): -3.016
HOMO-LUMO gap (eV): 9.83
Total charge: +1

The geometry in XYZ format:
```
18
C4H10N3O ωB97M-V/def2-TZVPD
C -1.786 -0.913 0.164
C -2.239 0.288 -0.180
C -0.445 -1.431 0.270
C 0.486 -0.479 -0.377
N -0.063 0.931 0.257
N 1.963 -0.339 -0.044
N 0.988 1.857 0.152
O -1.300 1.338 -0.291
H -2.534 -1.659 0.408
H -3.333 0.610 -0.451
H -0.044 -1.493 1.300
H -0.362 -2.466 -0.287
H 0.350 -0.443 -1.555
H 2.003 -0.831 0.879
H 2.572 -0.704 -0.701
H 0.764 2.504 -0.533
H 1.884 0.841 0.017
H 1.096 2.390 0.971
```



The least stable of them is run x.



Run w
Formula: C4H10N3O
Source: OMol25
Level of theory: ωB97M-V/def2-TZVPD

Summary:
Lowest unoccupied orbital energy (eV): -6.698
HOMO-LUMO gap (eV): 7.76
Total charge: +1

The geometry in XYZ format:
```
18
C4H10N3O ωB97M-V/def2-TZVPD
C 0.795 -2.078 2.038
C 0.216 -1.811 0.781
C 0.268 -0.459 0.749
C 0.826 1.488 2.251
N 1.103 -0.901 2.586
N 0.806 0.144 1.827
N -1.035 0.470 -3.784
O -0.726 0.646 -0.991
H 0.927 -2.909 2.597
H -0.131 -2.402 -0.079
H -0.667 -0.305 -4.392
H 0.489 2.325 1.529
H 0.347 1.640 3.210
H 1.753 1.883 2.521
H -0.649 1.339 -4.243
H -0.638 0.233 -1.988
H -2.078 0.374 -3.858
H -1.606 0.322 -0.753
```



Run x
Formula: C4H10N3O
Source: OMol25
Level of theory: ωB97M-V/def2-TZVPD

Summary:
Lowest unoccupied orbital energy (eV): -3.607
HOMO-LUMO gap (eV): 8.87
Total charge: +1

The geometry in XYZ format:
```
18
C4H10N3O ωB97M-V/def2-TZVPD
C -0.874 -3.139 -0.973
C 0.474 1.235 0.388
C -1.955 1.479 0.531
C 2.704 0.465 0.181
N -0.479 -2.151 -0.382
N -0.154 -1.243 0.198
N -0.710 1.488 -0.086
O 1.540 1.267 -0.372
H -1.216 -4.091 -0.565
H -0.831 -2.908 -2.057
H 0.564 0.997 1.424
H -2.037 2.093 1.406
H -2.700 1.947 -0.174
H -2.241 0.392 0.587
H 2.360 0.136 1.188
H 3.664 1.069 0.266
H 2.734 -0.376 -0.452
H -0.842 1.340 -1.106
```



The least stable of them is run w.



Run w
Formula: C5H39NO15
Source: OMol25
Level of theory: ωB97M-V/def2-TZVPD

Summary:
Lowest unoccupied orbital energy (eV): -0.313
HOMO-LUMO gap (eV): 9.26

The geometry in XYZ format:
```
60
C5H39NO15 ωB97M-V/def2-TZVPD
C -1.951 -3.479 1.527
N -1.873 -2.186 0.814
C -1.248 -1.215 1.781
C 0.161 -2.920 -0.702
C -1.139 -2.153 -0.516
C -2.102 -2.667 -1.660
O -2.013 -2.191 -2.775
H -0.959 -3.680 1.994
H -2.602 -3.437 2.347
H -2.382 -4.209 0.782
H -0.116 -1.179 1.900
H -1.476 -1.440 2.791
H -1.750 -0.163 1.610
H 0.460 -3.519 0.134
H 1.003 -2.269 -0.806
H 0.081 -3.536 -1.557
H -1.132 -1.054 -0.813
H -2.798 -3.412 -1.638
H 2.203 -1.193 2.220
H 3.681 -1.412 2.087
O 2.917 -1.698 2.668
H 1.087 0.209 -1.800
H 1.896 1.338 -1.028
O 1.977 0.605 -1.773
H 0.550 1.737 -2.376
H 0.466 3.186 -1.839
O 0.368 2.563 -2.614
H -2.094 1.565 4.261
H -0.624 0.930 4.259
O -1.252 1.535 3.808
H 3.428 0.096 -0.594
H 4.583 -0.818 -1.234
O 4.136 -0.599 -0.418
H 2.078 0.505 -3.562
H 2.703 -0.777 -4.271
O 2.429 0.174 -4.394
H 2.290 -0.526 4.405
H 2.181 0.814 3.671
O 1.666 0.279 4.408
H 0.336 1.441 -4.616
H -0.726 2.407 -4.197
O -0.608 1.646 -4.752
H 3.424 1.729 2.481
H 3.950 0.458 3.261
O 3.321 0.795 2.498
H -4.061 -0.685 0.226
H -2.666 0.040 0.160
O -3.643 0.121 -0.058
H 0.074 3.743 2.635
H -0.743 2.666 2.456
O -0.222 3.122 1.958
H -0.458 4.528 -0.518
H 0.153 3.579 0.418
O 0.235 3.959 -0.426
H -0.954 -1.166 -3.008
H -0.396 0.207 -3.812
O -0.239 -0.462 -3.099
H -4.251 2.220 -0.428
H -3.307 2.832 -1.495
O -4.050 3.013 -0.780
```



Run x
Formula: C5H39NO15
Source: OMol25
Level of theory: ωB97M-V/def2-TZVPD

Summary:
Lowest unoccupied orbital energy (eV): 0.204
HOMO-LUMO gap (eV): 9.16

The geometry in XYZ format:
```
60
C5H39NO15 ωB97M-V/def2-TZVPD
O -3.331 0.497 0.165
C -2.320 0.016 -0.306
C -0.953 0.649 -0.171
C -0.281 0.642 -1.565
C -0.156 2.066 -2.055
C -0.215 4.252 -0.959
N 0.672 3.049 -1.262
H -2.366 -0.858 -0.959
H -1.042 1.658 0.258
H -0.402 0.184 0.672
H -0.842 -0.008 -2.296
H 0.762 0.204 -1.377
H 0.138 2.108 -3.174
H -1.214 2.458 -1.945
H -1.304 4.117 -0.884
H 0.167 4.615 0.031
H -0.091 4.886 -1.866
H 1.070 2.729 -0.392
H -3.415 2.198 0.938
H -3.064 3.640 0.580
O -3.049 3.019 1.319
H 4.048 -1.497 -0.388
H 4.254 -2.718 -1.472
O 3.922 -2.454 -0.616
H -1.694 -3.620 -3.155
H -1.426 -3.317 -1.665
O -1.534 -2.907 -2.532
H 1.431 -3.035 -2.049
H 0.202 -3.026 -3.009
O 1.151 -3.237 -2.948
H -1.489 -1.122 3.889
H -0.078 -0.703 3.314
O -1.064 -0.749 3.114
H -1.280 1.328 2.070
H -1.427 2.877 1.940
O -0.813 2.154 2.193
H -4.004 4.095 -1.632
H -3.276 3.016 -2.454
O -3.147 3.677 -1.755
H 4.338 0.345 0.077
H 3.071 -0.019 0.953
O 3.975 -0.268 0.730
H 3.223 1.294 -2.350
H 3.800 2.076 -1.306
O 3.547 1.152 -1.446
H -1.781 -3.991 0.395
H -1.559 -5.328 0.051
O -2.129 -4.623 -0.285
H 0.984 1.874 2.138
H 2.452 1.925 2.604
O 1.876 1.530 1.940
H 2.061 -3.787 1.060
H 2.666 -2.471 0.549
O 1.809 -2.874 0.882
H 1.845 -0.235 2.776
H 1.692 -1.911 2.417
O 1.614 -1.142 3.003
H -0.457 -2.692 0.778
H -1.199 -1.976 1.923
O -1.131 -2.827 1.449
```



The least stable of them is run w.



Run w
Formula: C3H6NO3
Source: OMol25
Level of theory: ωB97M-V/def2-TZVPD

Summary:
Lowest unoccupied orbital energy (eV): 4.028
HOMO-LUMO gap (eV): 9.02
Total charge: -1

The geometry in XYZ format:
```
13
C3H6NO3 ωB97M-V/def2-TZVPD
C -0.645 0.382 -1.662
C -0.522 1.646 -0.879
N 0.104 1.380 0.297
O -0.891 2.746 -1.263
H 0.308 -0.151 -1.710
H -1.057 0.578 -2.685
H -1.308 -0.300 -1.100
H 0.313 2.210 0.844
H 0.516 0.370 0.445
O 0.912 -3.048 1.570
C 0.386 -1.941 1.462
O 0.672 -1.111 0.491
H -0.353 -1.585 2.213
```



Run x
Formula: C3H6NO3
Source: OMol25
Level of theory: ωB97M-V/def2-TZVPD

Summary:
Lowest unoccupied orbital energy (eV): 0.928
HOMO-LUMO gap (eV): 4.39
Total charge: -1

The geometry in XYZ format:
```
13
C3H6NO3 ωB97M-V/def2-TZVPD
O 2.008 0.959 -1.473
C 1.046 1.247 -0.768
O 0.287 2.223 -0.836
C 0.608 0.369 0.489
C -0.732 -0.321 0.339
O -1.520 -2.242 -1.428
N 0.994 0.041 1.876
H 0.449 1.274 1.230
H -0.745 -1.327 0.793
H -1.398 0.383 0.811
H -1.067 -0.536 -0.706
H 2.021 -0.130 1.907
H -1.951 -1.941 -2.234
```



The least stable of them is run x.



Run w
Formula: C2HN3O3
Source: OMol25
Level of theory: ωB97M-V/def2-TZVPD

Summary:
Lowest unoccupied orbital energy (eV): -1.588
HOMO-LUMO gap (eV): 9.26

The geometry in XYZ format:
```
9
C2HN3O3 ωB97M-V/def2-TZVPD
O 1.805 -0.737 -1.804
C 1.250 -0.761 -0.692
N 0.211 0.244 -0.298
O -0.662 1.095 -0.983
N -1.872 1.118 -0.258
N -1.820 0.578 0.922
C -0.520 -0.034 0.998
O 0.123 -0.242 1.978
H 1.485 -1.261 0.137
```



Run x
Formula: C2HN3O3
Source: OMol25
Level of theory: ωB97M-V/def2-TZVPD

Summary:
Lowest unoccupied orbital energy (eV): -1.437
HOMO-LUMO gap (eV): 10.33

The geometry in XYZ format:
```
9
C2HN3O3 ωB97M-V/def2-TZVPD
O 2.164 0.898 -0.536
N 2.365 -0.176 -0.023
O 3.369 -0.698 0.471
C 1.162 -0.943 0.068
C 0.066 -0.758 -0.773
N -0.869 -1.654 -0.586
O -0.374 -2.357 0.500
N 0.799 -2.003 0.945
H 0.103 0.024 -1.579
```



Run y
Formula: C2HN3O3
Source: OMol25
Level of theory: ωB97M-V/def2-TZVPD

Summary:
Lowest unoccupied orbital energy (eV): -1.079
HOMO-LUMO gap (eV): 10.31

The geometry in XYZ format:
```
9
C2HN3O3 ωB97M-V/def2-TZVPD
O 1.963 0.094 1.353
N 1.136 0.865 0.905
O 1.205 2.063 1.029
C 0.170 0.323 0.062
N 0.270 -0.885 -0.309
C -0.859 -1.216 -0.920
O -1.620 0.014 -0.921
N -0.929 0.970 -0.245
H -1.335 -2.229 -0.955
```



The least stable of them is run x.



Run w
Formula: C7H12N4O2
Source: OMol25
Level of theory: ωB97M-V/def2-TZVPD

Summary:
Lowest unoccupied orbital energy (eV): 0.470
HOMO-LUMO gap (eV): 8.81

The geometry in XYZ format:
```
25
C7H12N4O2 ωB97M-V/def2-TZVPD
O 0.434 2.636 -0.224
C 0.379 1.385 -0.257
N 1.399 0.419 -0.148
C 2.830 0.663 -0.387
C 3.714 -0.148 0.490
O 3.483 -1.536 0.268
N 0.848 -0.845 -0.281
C -0.424 -0.655 -0.251
N -0.846 0.607 -0.280
C -2.114 1.215 0.359
C -3.065 0.034 0.650
C -2.868 -1.123 -0.333
N -1.424 -1.641 -0.168
H 2.888 1.738 -0.210
H 3.131 0.404 -1.456
H 3.539 0.214 1.453
H 4.786 0.035 0.037
H 2.613 -1.808 0.296
H -1.936 1.820 1.225
H -2.556 1.929 -0.444
H -4.071 0.416 0.604
H -2.717 -0.387 1.591
H -3.561 -2.039 -0.036
H -3.149 -0.992 -1.324
H -1.313 -2.341 -1.175
```



Run x
Formula: C7H12N4O2
Source: OMol25
Level of theory: ωB97M-V/def2-TZVPD

Summary:
Lowest unoccupied orbital energy (eV): -0.939
HOMO-LUMO gap (eV): 8.38

The geometry in XYZ format:
```
25
C7H12N4O2 ωB97M-V/def2-TZVPD
N -3.991 -1.767 -0.798
O -0.357 -0.034 -3.301
O -0.005 2.419 -1.709
N -3.083 -1.465 -1.641
C -1.206 -0.109 -2.438
C -0.540 1.677 -0.830
C -2.153 -1.204 -2.520
N -1.263 0.558 -1.183
N 0.109 0.716 1.349
C -0.110 2.006 0.595
C 2.485 0.075 1.425
C 0.735 -1.554 1.257
C 1.137 -0.161 0.866
H -1.796 -1.808 -3.392
H -1.688 -0.014 -0.458
H 0.183 0.851 2.375
H 0.735 2.696 0.616
H -0.875 2.598 1.038
H 2.376 0.116 2.557
H 2.993 0.965 1.185
H 3.195 -0.724 1.145
H 1.304 -2.190 0.658
H -0.358 -1.769 1.154
H 0.919 -1.770 2.273
H 1.255 -0.109 -0.224
```



The least stable of them is run x.



Run w
Formula: C6H16N2O
Source: OMol25
Level of theory: ωB97M-V/def2-TZVPD

Summary:
Lowest unoccupied orbital energy (eV): 0.877
HOMO-LUMO gap (eV): 9.16

The geometry in XYZ format:
```
25
C6H16N2O ωB97M-V/def2-TZVPD
C -1.846 1.633 -0.718
C -1.119 0.411 -1.265
C -1.675 -1.111 -0.592
N -0.781 -2.187 -0.573
O -2.767 -1.424 -1.376
H -1.335 2.561 -0.984
H -2.858 1.697 -1.121
H -1.921 1.585 0.372
H -0.072 0.448 -0.953
H -1.120 0.405 -2.360
H -1.920 -0.805 0.432
H -0.606 -2.556 -1.500
H 0.083 -1.991 -0.071
H -3.158 -0.506 -1.463
C 2.619 1.155 0.307
C 1.611 0.939 1.395
C 1.135 -0.239 1.792
N 1.535 -1.495 1.319
H 3.299 0.308 0.203
H 3.226 2.034 0.522
H 2.123 1.316 -0.653
H 1.212 1.828 1.862
H 0.414 -0.291 2.597
H 2.410 -1.488 0.812
H 1.513 -2.227 2.015
```



Run x
Formula: C6H16N2O
Source: OMol25
Level of theory: ωB97M-V/def2-TZVPD

Summary:
Lowest unoccupied orbital energy (eV): 0.781
HOMO-LUMO gap (eV): 8.76

The geometry in XYZ format:
```
25
C6H16N2O ωB97M-V/def2-TZVPD
C 1.527 0.349 1.851
C -0.999 1.010 0.691
N 1.249 1.040 2.993
O 1.409 -0.874 1.774
H 0.304 -1.510 0.586
H 2.058 0.950 1.099
H 0.683 0.565 3.682
H 1.268 2.045 2.983
H -0.237 1.712 1.011
H -1.604 0.599 1.496
H -1.621 1.670 0.093
C 0.350 0.129 -1.571
C -2.130 -0.358 -1.371
C 1.569 -0.788 -1.642
C -0.791 -0.331 -0.649
N -0.542 -1.550 -0.027
H -1.330 -1.873 0.522
H -0.056 0.251 -2.581
H 0.661 1.131 -1.267
H -2.933 -0.622 -0.685
H -2.107 -1.100 -2.169
H -2.346 0.610 -1.819
H 2.262 -0.415 -2.397
H 2.090 -0.842 -0.689
H 1.264 -1.798 -1.913
```



The least stable of them is run w.